A cluster of 14 separate species, C31H39Cl39F3NO3 in total. Source: OMol25; level of theory: ωB97M-V/def2-TZVPD.

Calculated values
E_HOMO: -7.938 eV
E_LUMO: -0.321 eV
gap between HOMO and LUMO: 7.62 eV

ORCA input file:
```
! RIJCOSX wB97M-V def2-TZVPD def2/J DEFGRID3
* xyz 0 1
Cl 1.943 -6.616 0.183
C -3.449 -0.608 -1.398
Cl -3.089 5.921 -1.616
C 1.762 -4.957 6.974
C 1.840 -6.873 1.926
H 1.966 -2.288 0.783
H -5.570 -6.866 -0.405
F -0.662 3.266 -2.947
Cl -0.870 8.963 5.484
Cl 3.162 -4.382 7.879
C -4.885 -2.320 0.669
C -5.206 -6.941 0.611
C -5.123 -0.382 1.745
C -0.174 -0.487 2.514
H -5.805 2.265 -4.911
C 5.112 0.853 0.625
H 1.266 -1.798 3.481
Cl 2.886 -8.201 2.429
C 1.319 0.680 -1.499
H -5.028 -3.601 2.469
H 0.932 -5.054 7.661
O -1.578 -3.311 -0.430
Cl 4.112 3.699 -6.537
Cl 7.920 1.987 -8.719
H 0.632 -4.394 0.108
Cl 4.892 2.475 -0.032
H 0.921 -3.944 -1.548
H -5.626 -0.432 -1.354
C -5.203 -1.390 2.672
C 3.466 6.345 -4.000
O -0.512 -1.412 -0.952
Cl 4.852 -0.370 -0.621
Cl 4.051 5.090 -2.908
H -5.335 -1.288 3.737
H 0.818 -7.137 2.167
H 6.861 -3.021 11.386
H 0.726 1.335 0.466
Cl 2.592 1.230 -6.342
H 2.395 0.513 -1.559
Cl -3.676 -7.821 0.582
H 0.863 0.011 -2.230
N -4.934 -0.979 0.536
H -0.942 -0.850 3.202
Cl 2.246 -5.393 2.794
C -1.689 0.390 0.105
C 6.604 2.973 -9.356
C -5.045 -2.629 2.006
Cl 4.888 -2.516 12.536
Cl 7.199 4.547 -9.891
Cl -1.797 -5.959 -2.680
H 2.873 -3.379 -0.240
H -1.671 0.457 -2.114
C -5.383 2.111 -3.927
Cl -4.098 -7.652 -3.198
Cl -2.719 5.449 -4.450
Cl -6.548 1.226 -2.938
Cl 4.174 7.908 -3.601
Cl 1.702 6.433 -3.970
Cl 5.271 -2.855 9.678
H -0.349 0.585 2.408
C 2.003 -2.719 -0.213
Cl 5.769 2.138 -10.666
Cl -1.334 3.874 2.551
C -0.757 5.275 1.648
H -4.714 -2.962 -0.176
Cl 0.957 5.551 1.953
H 3.768 6.081 -5.005
C 3.661 2.342 -5.490
H 6.131 0.756 0.975
F -0.496 3.340 -0.741
Cl -5.024 3.677 -3.209
H 2.020 -0.358 2.682
C 0.756 -3.539 -0.543
Cl 5.753 -5.079 11.480
C 0.897 0.385 -0.039
H -0.887 5.073 0.592
Cl 1.505 9.276 3.845
Cl 1.304 -3.792 5.726
C -0.536 -2.748 -0.606
Cl -2.501 8.153 -3.388
Cl -6.412 -7.808 1.566
Cl -4.962 -5.306 1.225
F 2.167 2.619 -2.675
H -5.195 0.678 1.912
Cl -1.604 -8.825 -2.276
C 1.118 2.085 -1.970
C 5.828 -3.328 11.284
C 1.156 -0.748 3.218
H -0.720 9.079 3.151
H 5.894 3.139 -8.558
C -0.001 2.860 -1.871
H -3.023 -1.516 -0.980
H 1.093 -0.201 4.164
H 2.171 -1.970 -0.986
C -2.239 6.439 -3.077
H -2.351 -0.044 0.855
C -2.334 -7.542 -3.241
H -1.183 6.282 -2.912
C -0.385 -0.457 0.123
C -2.357 0.483 -1.270
H -2.017 -7.669 -4.267
H 3.128 2.740 -4.637
H 1.725 -0.095 0.469
Cl -3.903 1.172 -4.086
H -4.809 0.833 -0.446
O -0.337 -1.223 1.310
C -4.769 -0.221 -0.712
H -1.418 1.390 0.444
Cl -0.559 11.318 3.815
H -2.882 1.443 -1.317
Cl -1.702 6.713 2.051
H -3.644 -0.792 -2.450
Cl 4.018 0.586 1.985
Cl 2.081 -6.544 6.272
C -0.226 9.591 3.966
Cl 5.097 1.508 -4.903
*
```

The molecule C31H39ClO4. Source: OMol25; level of theory: ωB97M-V/def2-TZVPD.

Calculated values
E_HOMO: -8.453 eV
SMILES: CCCCCCc1c(OCCOCC)c(Cc2cccc(C)c2)cc2c1C(=O)C([C@@H](Cl)CC)=CC2=O
E_LUMO: -1.060 eV
gap between HOMO and LUMO: 7.39 eV

ORCA input file:
```
! RIJCOSX wB97M-V def2-TZVPD def2/J DEFGRID3
* xyz 0 1
O 2.867 -1.194 1.944
H -1.201 1.891 -5.032
C -3.250 0.853 0.880
C -1.628 0.829 -5.030
H -1.360 -0.320 -8.531
C -1.113 0.408 -1.459
C -0.947 0.390 -7.714
H 0.431 1.044 -3.179
C 1.537 0.015 -1.391
C -4.203 4.520 3.620
H -2.295 4.615 2.437
C -1.582 -0.087 -6.312
H -2.232 2.085 -2.448
H 1.820 1.604 2.898
C 3.735 -1.899 -0.340
H -1.259 1.442 -8.025
C 2.825 2.876 4.418
H 3.311 0.777 3.571
C 0.906 -0.775 4.501
C 0.303 0.566 -2.139
H 1.640 -3.578 -0.799
H -3.872 4.220 1.404
C 3.043 0.056 -1.974
H -3.259 -1.700 -2.785
H 1.701 -5.424 -0.803
H 4.682 -1.699 -2.346
C -2.250 0.205 -3.759
H -1.306 1.721 1.837
H 1.717 -1.516 4.195
C 3.796 -4.426 -0.837
O -2.579 -0.399 0.600
H 1.871 3.496 4.628
C -1.336 -0.230 -0.068
H -4.019 0.626 1.716
H -3.867 1.277 0.011
H -4.124 5.638 3.827
C 2.228 -4.477 -0.399
C 3.916 -1.256 -1.612
C -2.771 -2.171 -5.013
H 0.339 -1.205 5.416
O 3.509 1.029 -2.614
H -5.306 4.246 3.416
H 0.645 -2.329 2.213
C -2.355 0.959 -2.322
H -1.179 -2.114 2.146
C -2.816 -1.266 -3.758
C 4.596 -3.220 -0.085
H 5.580 -3.097 -0.659
H 4.298 -5.442 -0.698
H -3.377 0.643 -1.905
H 2.153 -4.459 0.747
H -1.249 -0.503 3.871
H 3.434 3.397 3.583
C 1.344 -0.675 0.019
C -0.071 -0.796 0.695
H -3.927 3.937 4.582
H 3.427 2.757 5.380
C -2.133 -1.561 -6.301
Cl 4.791 -3.693 1.671
C -3.280 4.041 2.365
H 1.953 0.682 5.990
H -3.157 -3.241 -4.978
H 0.192 0.223 -7.724
C -0.222 -0.513 3.374
C -2.322 2.039 1.432
H 0.514 1.343 5.060
C 2.398 1.395 3.882
H -0.036 0.535 2.961
C 1.452 0.667 4.964
C -0.184 -1.532 2.132
H -2.049 -2.195 -7.241
O -3.037 2.629 2.578
H 3.773 -4.242 -1.981
H -2.253 2.826 0.585
C 2.680 -1.269 0.708
*
```

A structure of composition C31H39IrN5O. Source: OMol25; level of theory: ωB97M-V/def2-TZVPD.

Calculated values
E_HOMO (spin up / spin down): -13.435 / -13.444 eV
E_LUMO (spin up / spin down): -8.144 / -8.025 eV
gap between HOMO and LUMO (spin up / spin down): 5.29 / 5.42 eV
⟨S²⟩: 0.763
energy relative to the best compared isomer or geometry (same formula, charge and spin): 57.85 kcal per mole

ORCA input file:
```
! RIJCOSX wB97M-V def2-TZVPD def2/J DEFGRID3
* xyz 2 2
H -4.393 -1.546 -2.184
C 2.469 -0.037 1.456
N -4.423 -5.030 -2.291
C -2.785 -3.226 1.392
H -2.225 2.735 1.282
C -2.462 -1.959 1.048
C 0.922 0.123 6.262
C -0.655 0.187 4.243
C 1.436 0.030 2.498
H -3.713 -3.667 1.711
H -0.983 -0.713 6.928
C 2.866 -0.049 -0.821
C 6.250 -0.067 0.897
C 4.224 -0.059 -0.625
C -1.459 -3.234 -2.676
H 2.463 -0.027 -1.818
H 1.914 -1.133 7.708
C -0.130 0.198 -2.202
C -0.843 0.188 2.876
H 2.699 -0.017 4.209
C -3.731 -4.122 -2.428
H -3.081 -1.079 1.020
Ir -0.111 -0.104 0.028
H 1.364 -2.717 0.302
H -2.818 0.351 -2.022
H -0.092 0.182 8.153
C -0.581 -2.196 -2.581
H -1.827 0.271 2.440
O -1.547 1.175 0.093
H 0.479 -2.357 -2.741
N -1.628 -3.959 1.241
C 0.756 -3.584 0.557
C 1.720 -1.137 6.636
C -2.837 -3.004 -2.484
H -0.944 1.065 6.896
H 6.692 1.183 -0.852
H 1.238 2.285 6.275
N 0.180 0.103 2.021
H -0.508 1.211 -2.258
C 0.630 0.106 4.771
C -0.641 -3.150 0.819
H -1.524 0.252 4.882
C -0.357 0.166 7.097
H 0.798 -4.289 -0.274
H 1.161 -2.044 6.398
C 6.836 -1.331 0.245
N 1.984 -0.059 0.199
C 1.681 0.035 3.852
H 6.236 0.835 2.887
C 1.762 1.375 6.572
H 4.870 -0.057 -1.491
H 0.866 0.039 -2.584
H 7.913 -1.355 0.413
H -1.538 -4.948 1.419
H 4.170 -0.007 2.734
H -0.772 3.089 0.336
C -1.042 -0.872 -2.281
H -2.343 2.985 -0.469
H 6.667 -1.352 -0.832
H 2.729 1.354 6.068
C 6.845 1.185 0.228
H 1.948 1.427 7.645
C 4.750 -0.061 0.672
C -1.728 2.562 0.326
N -1.120 -1.922 0.692
C 3.826 -0.039 1.711
H 6.242 -0.947 2.897
H 7.919 1.214 0.410
C 6.613 -0.057 2.381
H 6.406 -2.235 0.681
H 6.407 2.097 0.637
C -2.456 -0.656 -2.178
H 1.187 -4.072 1.432
H 7.697 -0.053 2.482
H -1.116 -4.235 -2.903
H 2.684 -1.181 6.127
C -3.327 -1.704 -2.275
*
```

A structure of composition C31H39N11O3S2Sn. Source: OMol25; level of theory: ωB97M-V/def2-TZVPD.

Calculated values
E_HOMO (spin up / spin down): -17.654 / -17.655 eV
E_LUMO (spin up / spin down): -12.691 / -12.151 eV
gap between HOMO and LUMO (spin up / spin down): 4.96 / 5.50 eV
energy relative to the best compared isomer or geometry (same formula, charge and spin): 0.00 kcal per mole

ORCA input file:
```
! RIJCOSX wB97M-V def2-TZVPD def2/J DEFGRID3
* xyz 4 1
C 1.752 -1.831 -4.453
H 1.411 -3.510 3.714
C 0.408 4.940 0.586
H -4.859 1.466 2.404
C 4.714 -0.559 2.936
C 0.607 -3.212 3.042
H -3.984 -1.329 -4.057
H 3.049 4.759 -1.545
N -4.100 1.225 1.786
H 1.802 -0.162 -5.815
O 0.326 -3.525 0.684
C 2.193 4.465 -0.952
O 1.951 -0.740 0.622
H -3.189 -5.643 0.294
C 0.695 -6.267 0.754
C 1.496 5.367 -0.167
N -4.523 -2.091 -3.659
C 1.572 -0.506 -4.815
C 1.977 -1.241 2.964
C 0.069 3.595 0.514
H -3.057 -0.206 2.974
H -2.245 1.274 -0.856
C 1.028 -6.007 3.217
C -2.754 1.123 0.083
C -4.887 -4.859 1.377
H 2.262 2.425 -1.577
H -4.521 2.487 0.100
H 1.638 9.780 0.342
C -3.645 -3.788 -0.535
C -3.880 1.741 0.536
H 1.610 -3.251 -2.845
N 0.751 -5.374 1.916
H -4.743 -5.515 2.232
H -0.331 -3.352 3.586
H -0.009 11.271 -0.795
H 1.666 -6.744 0.623
C 0.910 8.008 -0.707
Sn -0.085 -1.403 0.137
H -1.547 8.173 -3.021
C 0.577 -4.080 1.793
H 4.865 -1.592 3.246
C 4.623 -0.060 0.487
C -3.550 -4.668 0.648
S -4.902 -3.924 -1.692
N -2.748 -2.814 -0.814
H 5.464 -0.728 0.312
N -0.823 9.775 -1.949
H -5.633 -5.327 0.735
H 1.160 -7.071 3.050
H 2.133 -2.551 -5.163
C 1.747 3.151 -0.960
C -3.124 0.329 2.041
H -0.043 6.496 -1.962
S 2.093 7.033 0.020
H -0.053 -7.038 0.932
N -2.285 0.239 1.031
H 0.197 -5.869 3.908
O 0.720 -1.844 2.683
H 0.434 0.577 -1.819
H 5.687 -0.122 2.734
H 2.616 -1.918 3.531
H -5.346 -2.402 -4.163
C -0.841 8.465 -2.254
C 1.454 -2.226 -3.159
C -4.130 -2.633 -2.538
H -0.151 5.615 1.219
N 0.983 -1.383 -2.231
H 0.445 -5.699 -0.134
H 4.248 0.010 3.739
H -2.777 -4.255 1.296
H 4.998 0.953 0.627
N 3.919 -0.486 1.700
N 0.755 2.917 -4.159
N 0.715 2.707 -0.244
H 1.810 -0.354 3.581
C 1.092 0.374 -3.851
C 0.806 -0.110 -2.579
C 0.890 1.780 -4.079
H -5.280 -3.908 1.735
C 0.027 10.212 -1.019
H 3.945 -0.093 -0.358
H -0.765 3.219 1.095
C -0.016 7.537 -1.670
C 0.934 9.388 -0.381
H 1.946 -5.621 3.656
N -2.994 -2.171 -1.913
C 2.651 -0.816 1.671
*
```

A structure of composition C31H39N2OSiTm. Source: OMol25; level of theory: ωB97M-V/def2-TZVPD.

Calculated values
E_HOMO (spin up / spin down): -7.351 / -7.370 eV
E_LUMO (spin up / spin down): 0.390 / 0.403 eV
gap between HOMO and LUMO (spin up / spin down): 7.74 / 7.77 eV
⟨S²⟩: 2.002

ORCA input file:
```
! RIJCOSX wB97M-V def2-TZVPD def2/J DEFGRID3
* xyz 0 3
H -3.178 3.143 0.121
H -5.871 -4.033 -0.546
H 0.536 3.436 3.579
C -0.107 4.451 0.363
H -0.558 -3.626 1.954
H -2.348 -1.101 -0.661
C 0.230 -2.730 -2.926
C 1.227 -3.030 0.226
H -1.753 -5.105 -1.242
H 3.639 -0.182 2.024
O 1.630 -2.775 1.368
H 2.202 1.768 4.058
C -2.902 1.090 -0.763
H -0.891 6.370 -0.198
C -2.359 -0.108 -0.210
H 0.609 -3.734 -3.160
H 2.882 -2.789 -3.493
H 3.911 1.945 3.610
C 0.799 -0.459 -2.054
C -0.217 1.472 -2.882
C 2.846 0.138 1.328
H -0.907 2.135 -3.409
H -2.914 -3.435 2.557
H -3.365 1.205 -1.741
H -1.260 -0.515 -2.975
H 3.349 -1.208 -2.842
H 4.712 2.797 0.839
H -5.280 -3.248 1.752
C 0.349 3.633 1.440
H 2.430 -3.504 -1.420
C -2.781 2.130 0.204
C 0.250 4.107 2.767
C -2.210 1.548 1.382
H -0.065 -2.273 -3.882
H 3.212 -0.077 0.318
H -2.090 2.056 2.329
H 2.818 -1.958 -0.648
C 1.666 0.656 -1.825
H 1.978 -0.501 1.531
C -2.174 -4.211 0.678
H 1.550 2.808 -2.431
H 2.691 0.570 -1.461
C -0.400 0.078 -2.651
H -0.289 5.745 4.040
C -0.216 5.391 3.011
C -4.834 -4.066 -0.201
H 3.597 2.672 -0.541
H 0.299 -4.542 -0.738
H -0.045 4.069 -0.679
C 2.893 2.304 3.394
N 0.870 2.365 1.161
H -0.940 7.239 2.150
C -3.177 -3.739 1.541
H -0.450 -5.312 1.359
Si 2.526 1.955 1.601
C -4.501 -3.647 1.096
H -4.077 -4.913 -2.058
C -0.601 6.220 1.945
H -0.666 -2.821 -2.300
H -1.497 -0.549 1.817
C 1.323 -1.873 -2.276
H 2.854 3.373 3.638
C 2.518 -1.778 -3.273
H 3.456 4.033 0.593
C -0.558 5.741 0.632
C -3.838 -4.576 -1.047
C 3.673 2.960 0.515
C 1.983 -2.574 -1.017
C -1.904 0.179 1.110
C -0.726 -4.272 1.087
H 2.228 -1.305 -4.219
Tm -0.473 1.469 -0.393
N 0.140 -3.842 -0.010
C -2.519 -4.670 -0.592
C 1.066 1.829 -2.357
*
```

| no. | total energy (Ha) |
| --- | --- |
| 1 | -19731.98388 |
| 2 | -1965.30567 |
| 3 | -1657.44203 |
| 4 | -3042.03468 |
| 5 | -2764.19543 |